16
Properties=species:S:1:pos:R:3 method="wB97M-V/def2-TZVPD" max_force_ev_per_a=0.91 e_lumo_ev=0.730
C -0.811 -0.490 0.082
C 0.172 1.709 0.908
C 0.450 -1.369 0.012
C -0.375 0.938 -0.242
N 1.056 -1.434 -1.186
O -1.379 -0.614 1.350
N -0.415 1.454 -1.388
O 0.831 -1.949 1.005
H -0.775 -1.178 1.868
H -1.528 -0.838 -0.679
H 1.921 -1.944 -1.261
H 0.789 -0.832 -1.946
H -0.833 0.883 -2.121
H 1.015 1.176 1.345
H 0.481 2.696 0.580
H -0.599 1.793 1.673

15
Properties=species:S:1:pos:R:3 method="wB97M-V/def2-TZVPD" max_force_ev_per_a=1.03 e_lumo_ev=0.571
C -0.388 1.056 -1.559
C 0.115 0.710 -0.149
C -0.815 -0.337 0.542
N -0.139 -1.546 1.028
C 0.836 -1.651 1.903
C 1.516 0.278 -0.224
N 2.630 -0.015 -0.322
H -0.430 0.155 -2.178
H -1.392 1.486 -1.502
H 0.272 1.776 -2.050
H 0.121 1.625 0.454
H -1.586 -0.647 -0.171
H -1.333 0.132 1.385
H -0.478 -2.407 0.614
H 1.072 -0.613 2.230

24
Properties=species:S:1:pos:R:3 method="wB97M-V/def2-TZVPD" max_force_ev_per_a=4.08 e_lumo_ev=0.639
C -1.802 0.799 -0.697
C 3.066 -0.511 0.012
C -1.257 -1.689 -0.091
C 2.741 1.039 0.194
C -1.217 -0.283 0.482
N -2.417 -1.912 -0.771
N -1.875 -0.189 1.659
O -0.908 1.153 -1.555
O -2.914 1.277 -0.590
O 0.935 2.682 -0.491
O 0.321 0.262 0.470
S 1.084 1.074 -0.684
H 2.553 -0.851 -0.879
H 4.184 -0.647 -0.151
H 2.613 -0.946 0.868
H -1.158 -2.500 0.697
H -0.380 -1.775 -0.777
H 3.276 1.596 -0.588
H 2.756 1.591 1.193
H -3.217 -1.819 -0.149
H -2.567 -1.273 -1.577
H -1.644 -0.859 2.322
H 0.210 3.184 -0.939
H -2.382 0.598 2.044

113
Properties=species:S:1:pos:R:3 method="wB97M-V/def2-TZVPD" max_force_ev_per_a=5.96 e_lumo_ev=-6.889 total_charge=+1
Tl 4.206 -7.944 0.716
C 2.095 -0.068 -2.700
C 2.154 -1.178 -1.725
C 1.200 -1.268 -0.414
O 1.351 -2.200 0.447
C 0.234 -0.171 -0.317
C 0.099 0.789 -1.314
C 1.036 0.830 -2.518
O 0.977 1.745 -3.422
O -0.711 1.803 -1.018
O 2.858 -2.214 -1.838
H 2.803 -0.041 -3.514
H -0.291 -0.011 0.614
C -3.967 8.622 -0.280
C -3.659 8.948 -1.779
O -3.065 7.866 -2.454
O -2.869 8.712 0.495
H -4.445 7.676 -0.027
H -4.686 9.373 0.046
H -3.179 9.924 -1.849
H -4.589 9.077 -2.334
H -2.665 7.279 -1.808
H -3.069 8.419 1.387
C -1.221 -0.197 8.967
C -0.817 -0.744 7.571
O -1.564 -1.923 7.255
O -0.610 0.998 9.382
H -1.239 -0.957 9.747
H -2.309 -0.141 8.932
H 0.222 -1.048 7.450
H -1.020 -0.020 6.782
H -1.429 -2.247 6.361
H -0.852 1.700 8.775
C 8.111 -1.530 4.912
C 7.516 -2.163 3.657
O 7.678 -3.462 3.581
O 9.507 -1.414 4.953
H 8.042 -2.181 5.783
H 7.816 -0.578 5.353
H 7.767 -1.641 2.733
H 6.461 -1.890 3.674
H 8.597 -3.609 3.819
H 9.850 -0.519 4.901
C -2.069 -8.509 -0.524
C -2.278 -9.418 0.822
O -1.141 -9.578 1.718
O -0.882 -8.891 -1.297
H -2.064 -7.474 -0.183
H -2.981 -8.505 -1.121
H -2.546 -10.471 0.740
H -3.038 -8.926 1.429
H -1.409 -10.313 2.275
H -1.019 -8.923 -2.247
C -8.006 -2.437 1.138
C -7.306 -1.374 0.346
O -6.750 -0.413 1.243
O -7.038 -3.145 1.875
H -8.609 -3.069 0.486
H -8.825 -2.039 1.737
H -7.784 -0.992 -0.556
H -6.415 -1.828 -0.089
H -6.065 0.137 0.857
H -6.490 -2.537 2.377
C 4.329 -7.279 7.086
C 4.846 -8.766 7.095
O 5.627 -9.008 5.935
O 3.418 -7.134 5.933
H 5.227 -6.688 6.907
H 3.803 -6.893 7.959
H 4.055 -9.515 7.089
H 5.511 -8.893 7.949
H 5.999 -9.857 6.185
H 2.917 -6.316 5.946
C -7.137 3.645 -5.995
C -7.879 3.094 -7.269
O -7.110 3.407 -8.417
O -5.773 3.277 -5.880
H -7.468 3.131 -5.093
H -7.369 4.695 -5.815
H -8.808 3.658 -7.360
H -8.278 2.094 -7.439
H -7.619 3.646 -9.195
H -5.491 3.533 -4.999
C 4.414 8.439 -6.115
C 3.303 9.186 -6.878
O 2.049 8.388 -6.922
O 5.173 7.605 -7.000
H 4.066 7.925 -5.220
H 4.985 9.346 -5.912
H 3.512 9.220 -7.947
H 3.061 10.211 -6.600
H 1.862 8.274 -5.987
H 5.938 7.376 -6.467
C 5.614 4.506 3.784
C 4.181 4.508 3.230
O 3.678 3.145 3.296
O 6.531 3.884 2.916
H 5.553 4.060 4.777
H 6.040 5.493 3.967
H 4.026 4.980 2.260
H 3.511 5.003 3.934
H 2.942 3.067 2.684
H 6.185 3.049 2.592
C -2.631 -2.532 -7.528
C -1.151 -2.881 -7.836
O -0.401 -1.790 -8.364
O -3.238 -1.478 -8.293
H -2.787 -2.181 -6.508
H -3.200 -3.455 -7.417
H -1.207 -3.574 -8.676
H -0.632 -3.372 -7.013
H 0.335 -2.251 -8.774
H -4.121 -1.680 -8.611

The records above give, respectively, relative energy (zero: lowest compared OMol25 entry of this formula, charge and spin) values of 21.4, 66.8, 31.3, 210.8 kcal per mole.
The records above give, respectively, Kohn-Sham gap values of 10.58, 9.02, 9.70, 3.95 eV.
The records above give, respectively, HOMO level values of -9.86, -8.45, -9.06, -10.83 eV.